Computed, not measured: C47H76F3O23Pb as an isolated structure at a distorted geometry, with ωB97M-V/def2-TZVPD.

CARTESIAN COORDINATES (ANGSTROEM)
Pb: -2.633571 2.341083 -1.240042
C: -1.586475 -0.584540 -0.129296
O: -0.637164 0.289236 -0.698709
O: -2.777846 0.074068 -0.188223
C: -1.569087 -2.051546 -0.767701
F: -2.112383 -2.047397 -1.996425
F: -0.309521 -2.539887 -0.932019
F: -2.163761 -2.877790 0.078725
C: 0.731964 0.166148 -0.326634
C: 1.505360 1.194403 -1.119910
H: 1.365073 1.238896 -2.198521
H: 1.166697 2.179911 -0.780918
H: 2.566694 1.176223 -0.868303
H: 1.173144 -0.786464 -0.627353
H: 0.810093 0.381169 0.740828
H: -1.329433 -0.702990 0.933165
C: 3.232567 -2.960393 -1.489164
O: 3.723122 -2.109198 -2.518790
C: 4.601222 -2.522976 -3.415371
O: 5.209230 -1.736153 -4.093982
O: 4.653108 -3.859299 -3.523924
C: 5.668180 -4.430595 -4.348023
H: 2.257582 -2.614001 -1.151454
H: 3.939944 -3.071323 -0.668631
H: 2.988142 -3.975265 -1.806469
H: 6.556035 -4.504391 -3.721616
H: 5.835826 -3.861758 -5.260352
H: 5.359958 -5.431101 -4.643902
C: 2.112618 -2.503946 3.605523
C: 0.783530 -2.122328 2.955454
C: -0.282569 -2.476667 3.957394
O: 0.309239 -3.609794 4.561913
C: 1.720357 -3.465030 4.744914
H: 2.586928 -1.635453 4.061424
H: 2.740705 -3.030802 2.888116
H: 0.655183 -2.588820 1.976284
H: 0.829289 -1.063800 2.677360
H: -1.241349 -2.700945 3.477827
H: -0.651765 -1.777847 4.717571
H: 2.236944 -4.421769 4.727703
H: 1.837932 -3.012082 5.733428
C: -1.515877 1.009095 4.591128
C: -2.168643 2.003057 5.571834
C: -3.481345 2.369014 4.815721
O: -3.794459 1.123782 4.188141
C: -2.627957 0.566252 3.654975
H: -1.019788 0.163916 5.072421
H: -0.668083 1.460464 4.067137
H: -1.480093 2.810838 5.811974
H: -2.385187 1.392468 6.447348
H: -3.343745 3.117959 4.033578
H: -4.209612 2.691830 5.555679
H: -2.497572 0.987113 2.650468
H: -2.586170 -0.514136 3.505955
O: 5.081015 2.619796 -1.297680
C: 4.669423 3.731826 -1.497075
O: 5.436832 4.730410 -1.948853
C: 4.684767 5.930330 -2.079377
C: 3.566550 5.749587 -1.039519
C: 3.277966 4.283521 -1.228265
H: 4.369227 6.027104 -3.120695
H: 5.371447 6.743743 -1.848072
H: 2.733300 6.384060 -1.346301
H: 3.898554 5.976032 -0.028546
H: 2.743004 3.990844 -2.136003
H: 2.905087 3.783976 -0.338558
O: 3.097884 1.535734 1.930889
C: 4.114534 0.900998 1.756005
O: 5.266181 1.376587 2.179257
C: 6.327204 0.460379 1.977159
C: 5.840296 -0.509513 0.907664
C: 4.306477 -0.490429 1.119863
H: 6.647348 -0.006583 2.909612
H: 7.222826 0.964195 1.612712
H: 6.321084 -1.484651 0.907347
H: 5.919678 -0.094773 -0.099045
H: 3.996459 -1.274360 1.813660
H: 3.736644 -0.616590 0.202042
O: -5.911693 -5.216380 0.162603
C: -6.057995 -4.262400 0.872697
O: -7.254627 -3.645055 1.014158
C: -7.160268 -2.368157 1.676637
C: -5.661615 -2.131080 1.752195
C: -5.033852 -3.539293 1.675016
H: -7.582856 -2.455262 2.676850
H: -7.612213 -1.565118 1.102981
H: -5.354094 -1.501425 2.585216
H: -5.285023 -1.659363 0.840236
H: -5.001602 -4.052660 2.637996
H: -4.107208 -3.594421 1.113314
O: -5.082867 1.776089 -1.806381
C: -5.835526 0.822715 -1.822261
O: -7.060814 0.900013 -1.317947
C: -7.782802 -0.309027 -1.509558
C: -6.808137 -1.331215 -2.123193
C: -5.555839 -0.508045 -2.428920
H: -8.701124 -0.078067 -2.046650
H: -8.073928 -0.688725 -0.531442
H: -7.243079 -1.776390 -3.015124
H: -6.533358 -2.115957 -1.420582
H: -5.398641 -0.404471 -3.504278
H: -4.599236 -0.881884 -2.060796
O: -0.432791 3.442372 -2.202166
C: 0.162096 4.357794 -2.723271
O: 0.892175 4.092603 -3.826212
C: 1.317919 5.307134 -4.462437
C: 0.599091 6.478885 -3.753275
C: 0.213882 5.824131 -2.408371
H: 1.142408 5.253574 -5.533368
H: 2.383761 5.324795 -4.227858
H: -0.340638 6.821902 -4.181240
H: 1.241588 7.342244 -3.595853
H: -0.752571 6.224424 -2.108645
H: 0.927701 5.946218 -1.592480
O: -2.472153 0.908813 -3.353018
C: -1.703450 0.132333 -3.881427
O: -0.410156 0.206319 -3.620945
C: 0.422328 -0.756689 -4.322083
C: -0.566558 -1.245930 -5.422349
C: -1.957358 -1.026633 -4.859563
H: 0.519488 -1.601891 -3.643586
H: 1.283396 -0.255543 -4.746430
H: -0.458533 -2.298139 -5.685430
H: -0.457377 -0.687985 -6.352701
H: -2.312288 -1.893569 -4.304929
H: -2.634224 -0.780524 -5.674383
O: 2.549768 -6.126310 2.535377
C: 1.725199 -5.819789 1.698600
O: 2.097026 -5.654226 0.447255
C: 0.965253 -5.420245 -0.411152
C: -0.206891 -6.017827 0.361321
C: 0.222889 -5.859049 1.819307
H: 1.124944 -6.001169 -1.315594
H: 0.790121 -4.353294 -0.524041
H: -0.268486 -7.077626 0.107867
H: -1.171901 -5.550152 0.174062
H: -0.100393 -6.611530 2.530907
H: -0.062821 -4.850298 2.131239
O: -1.108450 3.008049 0.710736
C: -0.485746 3.523803 1.605670
O: -1.032252 3.805971 2.812158
C: -0.197494 4.672849 3.559120
C: 1.200518 4.616452 2.943620
C: 0.955399 3.974920 1.599297
H: -0.175815 4.273906 4.570996
H: -0.612502 5.670660 3.412471
H: 1.919935 4.030504 3.513813
H: 1.630147 5.608543 2.815035
H: 1.551597 3.071026 1.456614
H: 1.163611 4.695111 0.808092

Forces on atoms 1 to 2 (eV/Å):
0.15 -2.34 0.48
-0.68 1.13 0.83

As for the HOMO-LUMO gap: 8.8 eV. As for the charge: +1. The value obtained for the lowest unoccupied orbital energy is -2.25 eV.


Computed, not measured: a 6-piece molecular cluster, C47H78BrF5N3O23P overall at a distorted geometry, with ωB97M-V/def2-TZVPD.

CARTESIAN COORDINATES (ANGSTROEM)
C: -1.137486 3.595990 -1.717838
C: -1.218585 2.273544 -1.622422
C: -1.137522 0.660678 -1.391191
P: -1.282278 0.615406 0.548849
N: -0.926108 -1.030491 1.149223
O: -0.124837 1.728410 1.245554
C: 0.330809 -0.001869 -1.728256
O: 1.307606 -0.079537 -0.671556
C: 2.483607 0.741693 -0.918750
C: 2.185235 2.333820 -1.039059
N: 3.523597 2.972595 -1.374792
C: 3.476896 4.459185 -1.224843
C: 2.443382 5.197399 -2.232025
C: 1.583378 6.340263 -1.415602
O: 3.164392 5.954306 -3.283332
O: 0.908121 0.231884 -3.046502
N: 1.526616 -0.873780 -3.543497
O: 1.157227 -0.979896 -4.692944
O: -0.077633 -1.421328 -1.837607
C: -1.433397 -1.517877 -2.425458
C: -1.978263 -2.940316 -1.898284
C: -2.901219 -3.743851 -2.998044
C: -4.487676 -3.599028 -2.729114
Br: -5.332857 -5.325321 -3.337691
C: -2.338529 -0.164664 -2.158419
C: -3.619121 -0.436249 -1.212889
O: -4.268383 0.782824 -0.731736
C: -5.583786 0.413563 -0.179064
C: -6.490785 1.748071 0.083978
O: -7.163795 1.661738 1.377027
C: -8.341880 2.536914 1.402208
C: -8.050077 4.010165 0.776451
C: -2.721711 0.246731 -3.664963
F: -3.414488 -0.918914 -4.242140
F: -1.601758 0.498840 -4.535725
C: -3.731083 1.479251 -3.829438
C: -5.287818 1.462758 -3.626600
C: -6.185184 2.771285 -3.850097
C: -5.549909 4.155963 -4.337440
C: -3.987539 4.147881 -4.552814
C: -3.227775 5.485339 -5.085499
F: -3.185667 5.341575 -6.542527
F: -1.864314 5.556177 -4.652416
F: -3.983019 6.692108 -4.850240
C: -3.100710 2.873816 -4.306381
H: -1.238199 4.691609 -1.346932
H: 0.079373 -1.113303 1.398456
H: -1.217814 -1.753328 0.471667
H: -0.698228 2.386987 1.714625
H: 3.154381 0.355024 -1.792637
H: 3.155977 0.629698 0.031184
H: 1.508482 2.516679 -1.948068
H: 1.833158 2.823462 -0.060723
H: 4.251667 2.579370 -0.746622
H: 4.536025 4.856795 -1.510594
H: 3.313765 4.807579 -0.120965
H: 1.735730 4.487295 -2.794692
H: 1.880470 7.386751 -1.828212
H: 0.451792 6.234013 -1.592681
H: 1.825771 6.358358 -0.289870
H: 2.419374 6.379439 -3.792514
H: -1.158104 -1.757991 -3.528351
H: -1.036556 -3.619668 -1.767956
H: -2.495119 -2.927953 -0.871959
H: -2.635278 -3.324306 -4.049309
H: -2.581795 -4.857045 -3.022016
H: -4.670494 -3.374318 -1.615018
H: -4.960219 -2.774261 -3.401009
H: -3.403780 -1.078399 -0.282453
H: -4.400321 -0.990158 -1.871787
H: -6.189678 -0.234963 -0.919957
H: -5.508883 -0.153208 0.820105
H: -5.748152 2.636638 0.063543
H: -7.296981 1.826520 -0.747613
H: -8.625701 2.704106 2.511756
H: -9.209111 2.043061 0.812679
H: -8.753817 4.814001 1.209483
H: -8.253543 3.925779 -0.361245
H: -6.946005 4.347581 0.896246
H: -5.821049 0.497384 -3.306105
H: -7.332254 2.726178 -3.657918
H: -6.228705 5.067144 -4.521583
H: -1.957255 2.965605 -4.501913
C: -5.452238 -5.374752 3.912347
C: -6.711257 -4.799216 4.533799
O: -6.431572 -3.575935 5.225071
C: -6.266528 -2.494044 4.440118
O: -6.336513 -2.468809 3.232073
O: -5.972067 -1.443830 5.232469
C: -5.665339 -0.248742 4.513968
H: -4.667103 -5.484191 4.665329
H: -5.653212 -6.349151 3.462348
H: -5.056115 -4.714672 3.135750
H: -7.099211 -5.499112 5.278232
H: -7.499472 -4.651411 3.788939
H: -6.456673 0.004510 3.803511
H: -4.707452 -0.361194 3.999648
H: -5.577658 0.564391 5.236667
C: 0.778384 -8.339823 2.808717
C: 0.084370 -7.646504 1.650523
O: -0.979562 -6.806805 2.114550
C: -0.598538 -5.631711 2.649883
O: 0.537515 -5.232959 2.766035
O: -1.705559 -4.986785 3.070712
C: -1.433894 -3.766938 3.760226
H: 0.052905 -8.877469 3.425166
H: 1.528529 -9.044530 2.443909
H: 1.276284 -7.618261 3.462232
H: -0.370397 -8.398024 1.000163
H: 0.789809 -7.075249 1.038999
H: -0.796151 -3.106618 3.167335
H: -0.971636 -3.983575 4.726518
H: -2.384381 -3.260013 3.936596
C: 2.742425 -3.344842 -6.289457
C: 3.931732 -2.592728 -5.721031
O: 4.700756 -3.427697 -4.846135
C: 5.500039 -4.323611 -5.454400
O: 5.624770 -4.477882 -6.647709
O: 6.115587 -5.049760 -4.498648
C: 6.916035 -6.114029 -5.010477
H: 2.143122 -3.780558 -5.485514
H: 2.112559 -2.679887 -6.883649
H: 3.064740 -4.171971 -6.928187
H: 3.573884 -1.754159 -5.119453
H: 4.562950 -2.175848 -6.512110
H: 7.632660 -5.753065 -5.752623
H: 6.273916 -6.887304 -5.439345
H: 7.471559 -6.547287 -4.176869
C: 8.046149 -0.243794 4.254532
C: 6.727749 0.356593 3.801976
O: 6.813907 0.828688 2.451856
C: 6.761047 -0.122349 1.499999
O: 6.646031 -1.312044 1.682746
O: 6.896100 0.480374 0.300951
C: 6.965349 -0.429285 -0.797052
H: 8.863416 0.466909 4.105078
H: 8.002655 -0.520959 5.309818
H: 8.294233 -1.137934 3.676025
H: 6.494539 1.224634 4.424139
H: 5.900693 -0.351580 3.913411
H: 6.117654 -1.119341 -0.797601
H: 7.909244 -0.978814 -0.764502
H: 6.935402 0.153155 -1.719634
C: 5.131711 5.343650 8.326292
C: 6.565023 5.740587 8.023101
O: 7.106687 4.946327 6.961229
C: 6.702622 5.283095 5.721819
O: 5.942842 6.179762 5.435685
O: 7.265427 4.420748 4.851208
C: 6.833057 4.599037 3.502732
H: 5.063696 4.270363 8.523364
H: 4.754319 5.890274 9.193027
H: 4.474343 5.552160 7.477728
H: 7.185427 5.552523 8.903017
H: 6.649547 6.806790 7.790916
H: 6.966885 5.632751 3.173908
H: 5.787395 4.296249 3.406518
H: 7.440356 3.953695 2.865531

Forces on atoms 1 to 2 (eV/Å):
-0.93 -6.91 2.02
0.92 5.72 -0.19

The energy above the lowest of the compared OMol25 structures with the same formula, charge and spin is 189.21 kcal/mol. As for the HOMO-LUMO gap: 8.1 eV. The value obtained for the lowest unoccupied orbital energy is -0.52 eV. As for the SMILES: C#C[C@]1(P(N)O)[C@](OCCNC[C@@H](C)O)(ON=O)O[C@@H](CCCBr)[C@]1(COCCOCC)C(F)(F)c1cccc(C(F)(F)F)c1.CCOC(=O)OC.CCOC(=O)OC.CCOC(=O)OC.CCOC(=O)OC.CCOC(=O)OC.


Values for DFT total energy, hartree, ordered as above
-4059.31433 -7146.57040